[1]
# C56H33AgAsF15GeN2PS

C56H33AgAsF15GeN2PS as an isolated structure in a non-equilibrium geometry (ωB97M-V/def2-TZVPD, the OMol25 dataset).

XYZ file:
```
111
Properties=species:S:1:pos:R:3
Ag 0.51 1.92 -0.32
C -0.13 2.86 -6.14
C 0.87 2.40 -5.30
C 0.75 2.54 -3.93
C -0.36 3.16 -3.37
C -1.38 3.60 -4.22
C -1.27 3.44 -5.59
N -0.38 3.38 -1.99
N -1.47 3.92 -1.55
C -1.58 4.09 -0.22
C -2.41 5.13 0.24
C -2.70 5.24 1.58
C -2.14 4.35 2.48
C -1.26 3.38 2.04
C -0.98 3.16 0.69
H -0.03 2.77 -7.21
H 1.75 1.93 -5.72
H 1.53 2.18 -3.27
H -2.24 4.09 -3.79
H -2.07 3.77 -6.23
H -2.77 5.86 -0.47
H -3.35 6.03 1.93
H -2.40 4.42 3.53
H -0.82 2.72 2.79
C -1.73 -1.76 -0.97
C -3.05 -2.16 -1.60
As -3.68 -3.98 -1.14
C -2.18 -5.06 -1.80
C -2.09 -6.37 -1.34
C -1.10 -7.23 -1.80
C -0.20 -6.78 -2.75
C -0.29 -5.49 -3.24
C -1.29 -4.64 -2.77
C -3.23 -3.88 0.77
C -4.10 -3.13 1.56
C -3.89 -2.99 2.91
C -2.81 -3.62 3.51
C -1.93 -4.37 2.74
C -2.14 -4.49 1.37
P -1.27 0.02 -1.31
C -2.83 0.86 -0.89
C -3.41 1.85 -1.67
C -4.48 2.59 -1.18
C -4.97 2.35 0.09
C -4.40 1.37 0.88
C -3.34 0.63 0.40
C -1.18 -0.17 -3.12
C -2.24 -0.14 -4.02
C -2.02 -0.40 -5.36
C -0.74 -0.68 -5.82
C 0.32 -0.72 -4.93
C 0.10 -0.47 -3.59
H -0.90 -2.36 -1.37
H -1.74 -1.90 0.11
H -3.00 -2.11 -2.69
H -3.84 -1.47 -1.28
H -2.81 -6.72 -0.60
H -1.05 -8.24 -1.43
H 0.58 -7.44 -3.11
H 0.40 -5.13 -3.98
H -1.36 -3.64 -3.18
H -4.95 -2.63 1.08
H -4.57 -2.40 3.51
H -2.64 -3.53 4.57
H -1.08 -4.85 3.19
H -1.44 -5.06 0.77
H -3.01 2.08 -2.64
H -4.92 3.36 -1.79
H -5.78 2.96 0.48
H -4.78 1.19 1.88
H -2.87 -0.13 1.02
H -3.24 0.10 -3.68
H -2.85 -0.39 -6.05
H -0.57 -0.87 -6.87
H 1.32 -0.91 -5.28
H 0.91 -0.49 -2.88
F 4.47 3.31 3.74
C 5.35 2.86 2.83
C 5.08 1.71 2.10
C 6.10 1.25 1.30
F 5.90 0.08 0.65
C 7.32 1.89 1.17
F 8.30 1.38 0.40
C 7.53 3.08 1.85
F 8.69 3.75 1.71
C 6.54 3.56 2.70
F 6.75 4.69 3.39
Ge 3.33 0.70 1.85
S 2.75 0.77 -0.15
C 2.19 1.39 3.36
C 1.76 0.63 4.43
F 1.91 -0.71 4.39
C 1.19 1.19 5.56
F 0.83 0.43 6.61
C 1.03 2.57 5.62
F 0.54 3.14 6.74
C 1.39 3.37 4.54
F 1.23 4.69 4.60
C 1.94 2.75 3.42
F 2.31 3.48 2.36
C 3.89 -1.12 2.57
C 3.30 -2.29 2.12
F 2.27 -2.19 1.26
C 3.70 -3.55 2.54
F 3.11 -4.66 2.07
C 4.74 -3.66 3.45
F 5.16 -4.86 3.86
C 5.34 -2.51 3.95
F 6.33 -2.60 4.85
C 4.90 -1.27 3.50
F 5.48 -0.17 4.02
```

HOMO level (eV): -4.71
Molecular weight (Da): 1337.3
Total charge: -1
Energy above the lowest of the compared OMol25 structures with the same formula, charge and spin (kJ/mol): 156.3
Electronic energy (eV): -243826.77904

[2]
# C2H3F2N

A 2-piece molecular cluster, C2H3F2N overall in a non-equilibrium geometry (ωB97M-V/def2-TZVPD, the OMol25 dataset).

XYZ file:
```
8
Properties=species:S:1:pos:R:3
C 0.17 -0.51 -0.66
C -0.59 0.52 0.03
N -0.22 -0.69 0.67
F -1.83 0.89 -0.07
F 0.84 -0.41 1.53
H -0.18 -1.29 -1.39
H 1.23 -0.18 -0.58
H 0.57 1.66 0.47
```

HOMO level (eV): -10.65
Molecular weight (Da): 79.0
Total charge: 0
Energy above the lowest of the compared OMol25 structures with the same formula, charge and spin (kJ/mol): 484.6
Electronic energy (eV): -9041.61551

[3]
# C17H34Br2Cl10F3GaP

C17H34Br2Cl10F3GaP as an isolated structure in a non-equilibrium geometry (ωB97M-V/def2-TZVPD, the OMol25 dataset).

XYZ file:
```
68
Properties=species:S:1:pos:R:3
C -2.86 2.76 -0.77
C -1.54 2.07 -0.21
P -1.17 0.49 -1.21
C -0.27 0.97 -2.83
Ga 0.35 -0.91 -0.10
C 0.72 -0.42 1.87
Br 2.30 -1.54 2.43
C 0.94 1.12 2.15
C 2.33 1.47 2.85
Br -0.45 1.80 3.44
C -0.53 -2.82 -0.04
F -1.94 -2.73 -0.11
F -0.13 -3.60 -1.12
F -0.26 -3.42 1.19
H -3.63 1.95 -0.90
H -3.26 3.54 -0.07
H -2.62 3.20 -1.77
H -0.64 2.74 -0.25
H -1.79 1.71 0.82
H -1.06 1.40 -3.50
H 0.58 1.67 -2.64
H 0.08 -0.01 -3.28
H 1.67 -1.08 -0.99
H -0.13 -0.77 2.51
H 0.85 1.67 1.18
H 2.31 0.96 3.85
H 2.30 2.57 3.08
H 3.20 1.19 2.22
Cl -4.72 -5.80 2.23
C -4.61 -5.72 0.45
C -4.71 -4.30 -0.06
Cl -6.34 -3.61 0.16
H -5.39 -6.35 0.04
H -3.65 -6.14 0.18
H -4.50 -4.28 -1.13
H -3.99 -3.64 0.43
Cl -1.74 -2.55 -3.75
C -0.93 -4.12 -3.97
C -1.49 -4.88 -5.15
Cl -3.16 -5.45 -4.86
H -1.03 -4.68 -3.05
H 0.13 -3.91 -4.13
H -0.88 -5.77 -5.33
H -1.49 -4.28 -6.06
Cl -2.19 5.89 -1.28
C -1.91 6.94 -2.69
C -2.79 6.55 -3.86
Cl -2.32 4.98 -4.56
H -0.85 6.89 -2.95
H -2.14 7.96 -2.38
H -2.69 7.29 -4.66
H -3.84 6.50 -3.57
Cl 5.22 -3.18 2.11
C 5.16 -4.89 2.60
C 4.09 -5.14 3.63
Cl 4.47 -4.39 5.20
H 6.15 -5.17 2.98
H 4.96 -5.47 1.70
H 3.99 -6.22 3.81
H 3.12 -4.76 3.30
Cl 2.66 5.08 2.26
C 3.61 5.76 3.60
C 5.08 5.89 3.25
Cl 5.87 4.30 3.09
H 3.47 5.13 4.47
H 3.20 6.74 3.82
H 5.60 6.42 4.04
H 5.22 6.43 2.31
```

HOMO level (eV): -3.97
Molecular weight (Da): 910.5
Total charge: -1
Electronic energy (eV): -353309.41868

[4]
# C3H3O3Sm

C3H3O3Sm as an isolated structure in a non-equilibrium geometry (ωB97M-V/def2-TZVPD, the OMol25 dataset).

XYZ file:
```
10
Properties=species:S:1:pos:R:3
O -0.27 -1.60 -1.23
O -0.79 2.41 -0.47
C -0.50 1.24 -0.09
O 0.78 1.00 0.10
C 1.07 -0.37 0.36
H 1.26 -0.54 1.43
C 0.00 -1.34 -0.08
H -0.56 -1.79 0.77
H 2.00 -0.62 -0.18
Sm -2.99 1.62 -0.60
```

HOMO level (alpha / beta) (eV): -12.37 / -12.53
Molecular weight (Da): 237.4
Spin multiplicity: 7
Total charge: +1
Energy above the lowest of the compared OMol25 structures with the same formula, charge and spin (kJ/mol): 162.0
Electronic energy (eV): -27197.13447

[5]
# C30H47BN2O15S

A 6-piece molecular cluster, C30H47BN2O15S overall in a non-equilibrium geometry (ωB97M-V/def2-TZVPD, the OMol25 dataset).

XYZ file:
```
96
Properties=species:S:1:pos:R:3
C -2.04 -2.63 2.79
C -2.81 -1.34 3.07
O -3.44 -0.82 1.87
B -2.63 0.07 1.19
O -1.70 -0.48 0.28
C -2.80 1.66 1.43
C -3.54 2.19 0.22
N -4.20 2.50 -0.64
C -3.72 1.97 2.67
C -5.15 1.59 2.47
N -6.16 1.09 2.55
C -1.47 2.43 1.66
C -0.41 2.28 0.53
C 0.83 1.50 1.09
C 2.18 2.06 0.52
S 2.50 1.41 -1.15
O 3.10 2.42 -1.98
O 3.32 0.24 -1.02
O 1.11 0.90 -1.79
H -1.37 -2.81 3.65
H -2.72 -3.48 2.62
H -1.43 -2.56 1.87
H -3.64 -1.54 3.77
H -2.19 -0.54 3.53
H -2.02 -0.25 -0.61
H -3.29 1.52 3.58
H -3.69 3.07 2.80
H -1.08 2.17 2.66
H -1.74 3.50 1.71
H -0.02 3.28 0.26
H -0.78 1.76 -0.36
H 0.91 1.58 2.18
H 0.79 0.43 0.81
H 3.04 1.73 1.12
H 2.20 3.16 0.53
H 0.73 1.57 -2.39
O -1.17 0.82 -4.07
C -0.80 -0.14 -4.70
O -1.63 -0.93 -5.40
C -0.90 -2.05 -5.94
C 0.55 -1.58 -5.98
C 0.62 -0.65 -4.78
H -1.04 -2.91 -5.29
H -1.28 -2.29 -6.93
H 1.27 -2.40 -5.95
H 0.73 -1.02 -6.90
H 0.85 -1.18 -3.86
H 1.32 0.17 -4.94
O 8.99 2.84 -0.36
C 8.16 2.82 -1.22
O 6.83 2.79 -0.98
C 6.11 2.67 -2.23
C 7.07 3.18 -3.29
C 8.42 2.79 -2.72
H 5.85 1.62 -2.37
H 5.20 3.26 -2.18
H 6.87 2.77 -4.28
H 7.00 4.26 -3.36
H 8.71 1.77 -3.00
H 9.20 3.49 -2.99
O 8.47 3.85 -5.85
C 9.56 4.34 -5.93
O 9.81 5.64 -5.68
C 11.19 5.93 -5.96
C 11.91 4.60 -5.88
C 10.83 3.63 -6.35
H 11.25 6.38 -6.96
H 11.57 6.65 -5.23
H 12.82 4.56 -6.47
H 12.17 4.38 -4.85
H 10.82 3.52 -7.44
H 10.91 2.66 -5.87
O -5.32 -2.47 4.90
C -6.50 -2.36 4.67
O -6.99 -2.25 3.42
C -8.41 -2.02 3.48
C -8.84 -2.54 4.83
C -7.61 -2.27 5.69
H -8.59 -0.95 3.36
H -8.89 -2.54 2.66
H -9.75 -2.07 5.21
H -9.02 -3.62 4.78
H -7.63 -1.27 6.12
H -7.49 -3.02 6.47
O -9.23 -6.43 5.97
C -8.04 -6.46 5.86
O -7.20 -5.62 6.52
C -5.85 -5.84 6.08
C -5.84 -7.24 5.51
C -7.25 -7.37 4.95
H -5.60 -5.08 5.33
H -5.17 -5.73 6.93
H -5.05 -7.40 4.77
H -5.69 -7.97 6.31
H -7.32 -7.00 3.92
H -7.62 -8.39 5.00
```

HOMO level (eV): -9.67
Molecular weight (Da): 718.6
Total charge: 0
Energy above the lowest of the compared OMol25 structures with the same formula, charge and spin (kJ/mol): 277.2
Electronic energy (eV): -77078.47412

[6]
# Cl2HNO2S

One molecule with the formula Cl2HNO2S in a non-equilibrium geometry (ωB97M-V/def2-TZVPD, the OMol25 dataset).

XYZ file:
```
7
Properties=species:S:1:pos:R:3
N -0.70 0.13 0.73
O 0.59 -1.34 -0.70
O 1.47 0.91 -0.56
S 0.36 0.03 -0.54
Cl 0.49 0.35 2.00
Cl -1.03 0.67 -1.90
H -1.18 -0.74 0.97
```

HOMO level (eV): -11.01
Molecular weight (Da): 150.0
Total charge: 0
Energy above the lowest of the compared OMol25 structures with the same formula, charge and spin (kJ/mol): 35.5
Electronic energy (eV): -41479.04327

[7]
# C4H4N2O

One molecule with the formula C4H4N2O in a non-equilibrium geometry (ωB97M-V/def2-TZVPD, the OMol25 dataset).

XYZ file:
```
11
Properties=species:S:1:pos:R:3
N -1.22 1.04 -1.71
C -0.52 0.40 -0.88
C -0.69 0.56 0.54
C 0.13 -0.09 1.37
C 0.88 -1.22 0.81
N 1.13 -1.32 -0.44
O 0.60 -0.32 -1.26
H -0.90 0.87 -2.65
H -1.23 1.42 0.91
H 0.54 0.73 1.93
H 1.28 -2.06 1.38
```

HOMO level (eV): -9.43
Molecular weight (Da): 96.1
Total charge: 0
Energy above the lowest of the compared OMol25 structures with the same formula, charge and spin (kJ/mol): 359.3
Electronic energy (eV): -9236.76394

[8]
# C25H47ClN5O11P

A 4-piece molecular cluster, C25H47ClN5O11P overall in a non-equilibrium geometry (ωB97M-V/def2-TZVPD, the OMol25 dataset).

XYZ file:
```
90
Properties=species:S:1:pos:R:3
C 5.53 -1.40 -0.02
O 4.83 -2.36 -0.80
C 4.14 -1.75 -1.88
C 3.14 -0.68 -1.43
C 2.08 -0.43 -2.52
C 0.65 -0.36 -1.96
C -0.36 -1.03 -2.87
C -1.79 -1.11 -2.30
C -1.69 -1.82 -1.03
N -1.58 -2.49 -0.08
C -2.40 0.30 -2.18
C -2.12 1.07 -0.89
C -3.21 0.92 0.18
C -2.63 0.97 1.59
N -1.64 -0.09 1.76
C -0.44 0.22 2.40
N 0.30 1.22 2.15
N -0.01 -0.71 3.38
C -2.68 -2.00 -3.23
C -4.14 -2.06 -2.75
C -2.18 -3.37 -3.24
N -1.74 -4.45 -3.16
P -2.66 -1.36 -4.99
O -1.33 -1.99 -5.65
Cl -4.19 -2.37 -5.95
H 5.89 -0.57 -0.63
H 6.41 -1.87 0.40
H 4.91 -1.01 0.78
H 3.59 -2.55 -2.35
H 4.86 -1.28 -2.55
H 2.68 -0.98 -0.50
H 3.65 0.26 -1.26
H 2.32 0.50 -3.02
H 2.13 -1.23 -3.26
H 0.39 0.69 -1.89
H 0.66 -0.78 -0.96
H -0.36 -0.49 -3.81
H 0.01 -2.03 -3.09
H -3.47 0.30 -2.34
H -1.98 0.88 -2.99
H -1.15 0.87 -0.46
H -2.12 2.12 -1.17
H -3.70 -0.04 0.04
H -3.97 1.69 0.06
H -2.18 1.94 1.76
H -3.45 0.87 2.30
H -2.09 -0.89 2.18
H -0.11 1.77 1.40
H 0.88 -1.05 3.05
H -0.61 -1.52 3.36
H -4.70 -1.25 -3.19
H -4.17 -1.89 -1.68
H -4.59 -3.02 -2.97
H -1.21 -2.94 -5.48
C -5.53 1.51 -5.72
O -5.57 2.55 -4.73
C -4.77 3.58 -4.99
O -4.05 3.69 -5.95
O -4.90 4.46 -4.00
C -4.09 5.63 -4.15
H -6.22 0.74 -5.40
H -5.85 1.89 -6.69
H -4.53 1.09 -5.80
H -4.36 6.17 -5.05
H -3.03 5.36 -4.17
H -4.29 6.25 -3.28
C 4.68 -3.59 6.38
O 5.11 -3.27 5.05
C 4.50 -3.97 4.10
O 3.65 -4.81 4.28
O 4.98 -3.58 2.93
C 4.41 -4.25 1.80
H 5.25 -2.95 7.05
H 3.62 -3.38 6.50
H 4.89 -4.63 6.61
H 3.34 -4.07 1.74
H 4.61 -5.32 1.84
H 4.88 -3.84 0.91
C 1.21 1.65 5.45
O 1.04 2.68 6.44
C 1.74 3.78 6.21
O 2.47 3.98 5.28
O 1.49 4.65 7.20
C 2.17 5.89 7.07
H 0.60 0.81 5.77
H 0.88 1.99 4.48
H 2.25 1.33 5.41
H 1.88 6.40 6.16
H 3.25 5.73 7.09
H 1.88 6.49 7.93
```

HOMO level (eV): -9.30
Molecular weight (Da): 660.1
Total charge: 0
Electronic energy (eV): -78471.87101

[9]
# C28H41IN7Pb

C28H41IN7Pb as an isolated structure (ωB97M-V/def2-TZVPD, the OMol25 dataset).

XYZ file:
```
78
Properties=species:S:1:pos:R:3
Pb 0.20 0.64 -0.64
C -1.83 -2.88 0.26
C -3.08 -0.70 -0.58
C -3.12 0.00 0.77
N -1.83 0.36 1.24
C -1.53 0.40 2.50
C -2.35 -0.11 3.55
C -2.40 0.19 4.89
C -1.72 1.18 5.59
C -0.67 1.95 5.09
C 0.03 1.79 3.92
C -0.17 0.91 2.82
N 0.76 0.54 1.99
C 2.15 0.75 2.30
C 2.74 2.04 1.69
C 3.31 1.81 0.27
N 2.62 0.72 -0.35
C 3.24 -0.13 -1.15
C 4.39 0.22 -1.89
C 5.17 -0.51 -2.76
C 5.22 -1.88 -2.95
C 4.45 -2.82 -2.27
C 3.34 -2.63 -1.49
C 2.59 -1.45 -1.20
N 1.35 -1.47 -0.82
C 0.53 -2.64 -0.70
C -0.38 -2.51 0.54
H -1.86 -3.93 -0.06
H -2.40 -2.80 1.19
H -3.96 -0.46 -1.18
H -1.87 -0.67 -2.28
H -3.72 -0.63 1.46
H -3.72 0.92 0.64
H -3.05 -0.88 3.23
H -3.12 -0.38 5.46
H -2.02 1.36 6.61
H -0.31 2.72 5.76
H 0.88 2.46 3.80
H 2.68 -0.11 1.87
H 2.32 0.76 3.39
H 3.55 2.40 2.33
H 1.96 2.79 1.67
H 4.39 1.60 0.36
H 3.21 2.74 -0.32
H 4.62 1.28 -1.86
H 5.88 0.07 -3.35
H 5.96 -2.26 -3.65
H 4.76 -3.85 -2.40
H 2.93 -3.54 -1.06
H 1.11 -3.57 -0.63
H -0.08 -2.71 -1.60
H -0.32 -1.47 0.88
H 0.00 -3.14 1.34
N 0.05 3.30 0.05
C -1.00 4.10 -0.52
C -1.17 3.76 -2.00
N -1.61 2.39 -2.11
H -0.03 3.17 1.04
H 0.98 3.61 -0.20
H -0.83 5.19 -0.41
H -1.93 3.85 0.00
H -0.20 3.84 -2.49
H -1.85 4.49 -2.47
H -1.56 2.05 -3.06
H -2.54 2.26 -1.75
I -0.67 -0.08 -4.56
C 0.80 0.68 -3.10
H 1.03 1.67 -3.51
H 1.67 0.06 -3.32
C -4.37 -3.68 -1.30
C -3.21 -2.87 -1.88
C -2.49 -2.05 -0.83
N -1.84 -0.85 -1.28
H -4.99 -4.10 -2.09
H -5.00 -3.04 -0.68
H -4.01 -4.49 -0.68
H -3.60 -2.20 -2.65
H -2.51 -3.55 -2.38
```

HOMO level (eV): -3.16
Molecular weight (Da): 809.8
Total charge: -1
Electronic energy (eV): -53477.66193

[10]
# CBr2S2

A 2-piece molecular cluster, CBr2S2 overall in a non-equilibrium geometry (ωB97M-V/def2-TZVPD, the OMol25 dataset).

XYZ file:
```
5
Properties=species:S:1:pos:R:3
C 0.06 -0.48 -0.99
S 0.79 0.77 -1.68
S -2.96 -0.91 1.23
Br 0.34 -1.74 0.37
Br -2.57 0.09 -0.53
```

HOMO level (alpha / beta) (eV): -8.00 / -8.00
Molecular weight (Da): 236.0
Total charge: 0
Electronic energy (eV): -162788.32881